C2H2N2O2S | the ωB97M-V functional and the def2-TZVPD basis

CARTESIAN COORDINATES (ANGSTROEM)
1 C -1.025 1.171 0.294
2 C -1.189 -0.263 0.069
3 N -0.719 2.262 0.430
4 N 2.238 0.433 -1.263
5 O 2.365 -1.266 0.718
6 O 0.081 -0.851 0.227
7 S 1.697 -0.415 -0.215
8 H -1.932 -0.711 0.724
9 H -1.517 -0.359 -0.985

Force components x, y, z for each atom (eV/Å):
-0.285 -0.101 0.212
0.379 1.362 -2.035
-0.024 0.637 0.120
-1.571 -0.486 0.762
-0.147 -0.234 0.321
1.926 -0.955 0.318
-0.617 0.196 -0.409
0.407 -0.231 0.216
-0.069 -0.188 0.495

Summary:
- Energy above the lowest of the compared OMol25 structures with the same formula, charge and spin: 100.4 kcal per mole
- Orbital gap: 9.9 eV
- Largest force on an atom: 0.0482 hartree/bohr
- SMILES: N#CCOS(#N)=O